# 1
Here is a structure of composition C10H16CuO6 from OMol25. Energies are from ωB97M-V/def2-TZVPD.

Geometry (Å):
Cu1 -0.35 1.20 1.46
O1 3.86 1.41 4.39
C1 3.18 0.21 4.42
C2 2.20 -0.01 3.25
O2 1.31 1.03 2.96
H1 2.67 0.21 5.41
H2 3.96 -0.58 4.35
H3 1.56 -0.92 3.39
H4 2.76 -0.20 2.32
O3 -0.63 -0.98 0.88
C3 0.11 -1.47 0.07
O4 -0.34 -2.14 -1.00
C4 0.73 -2.58 -1.87
C5 1.97 -2.55 -0.94
C6 1.60 -1.56 0.14
H5 0.77 -1.85 -2.68
H6 0.59 -3.60 -2.23
H7 2.81 -2.16 -1.53
H8 2.24 -3.50 -0.48
H9 2.01 -0.56 -0.04
H10 1.91 -1.76 1.17
O5 -2.26 2.47 0.54
C7 -2.60 2.10 -0.55
O6 -2.77 0.83 -0.89
C8 -3.05 0.64 -2.29
C9 -2.87 2.03 -2.93
C10 -3.00 2.96 -1.74
H11 -4.04 0.18 -2.30
H12 -2.35 -0.10 -2.69
H13 -3.63 2.08 -3.71
H14 -1.94 2.11 -3.48
H15 -4.03 3.24 -1.51
H16 -2.39 3.84 -1.88

For the relative energy (zero: lowest compared OMol25 entry of this formula, charge and spin), the calculation gives 170.8 kJ/mol. Its gap between HOMO and LUMO is 2.75 eV. As for the HOMO energy: -0.9 eV. As for the charge: -1. The LUMO energy comes out at 1.861 eV.



# 2
Here is an isolated molecule of C5H10OS2 from OMol25. Energies are from ωB97M-V/def2-TZVPD.

Geometry (Å):
C1 0.68 -1.58 1.05
C2 0.53 -2.04 -0.42
C3 0.06 0.76 -0.03
C4 0.61 1.93 -0.84
C5 -1.32 0.99 0.67
O1 -1.57 -0.93 -1.56
S1 1.30 0.18 1.17
S2 -0.14 -0.77 -1.55
H1 -0.30 -1.47 1.56
H2 1.47 -2.02 1.67
H3 1.60 -2.46 -0.63
H4 -0.23 -2.91 -0.26
H5 1.33 1.62 -1.53
H6 1.10 2.76 -0.31
H7 -0.17 2.60 -1.38
H8 -2.16 0.67 0.05
H9 -1.34 2.02 0.67
H10 -1.46 0.65 1.69

For the relative energy (zero: lowest compared OMol25 entry of this formula, charge and spin), the calculation gives 198.9 kJ/mol. Its gap between HOMO and LUMO is 9.21 eV. As for the HOMO energy: -8.6 eV. As for the charge: 0. The LUMO energy comes out at 0.645 eV.



# 3
Here is a cluster of 2 separate species, C5H15NP in total from OMol25. Energies are from ωB97M-V/def2-TZVPD.

Geometry (Å):
C1 -0.82 2.00 0.52
C2 -1.91 0.22 -2.46
C3 2.65 -1.18 1.11
C4 -0.47 -1.28 0.96
C5 0.29 1.28 -0.23
N1 -1.47 -0.66 -1.57
P1 -0.04 -0.51 -0.60
H1 -1.34 1.37 1.20
H2 -0.26 2.73 1.06
H3 -1.50 2.44 -0.15
H4 2.10 -0.81 0.13
H5 -2.51 -0.05 -3.33
H6 -1.49 1.25 -2.42
H7 2.01 -2.09 1.54
H8 2.63 -0.45 1.95
H9 3.72 -1.37 1.18
H10 -1.42 -0.82 1.27
H11 0.36 -0.95 1.56
H12 -0.48 -2.33 1.02
H13 1.30 1.26 0.10
H14 0.40 1.66 -1.28
H15 -1.75 -1.71 -1.55

For the relative energy (zero: lowest compared OMol25 entry of this formula, charge and spin), the calculation gives 0.0 kJ/mol. Its gap between HOMO and LUMO (alpha / beta) is 8.06 / 9.06 eV. Its multiplicity is 3. As for the HOMO energy (alpha / beta): -10.8 / -16.3 eV. As for the charge: +1. As for the expectation value of S²: 2.005. The LUMO energy (alpha / beta) comes out at -2.774 / -7.211 eV.



# 4
Here is an isolated molecule of C12H23NO6S from OMol25. Energies are from ωB97M-V/def2-TZVPD.

Geometry (Å):
C1 3.16 -0.69 1.63
C2 3.67 0.20 0.49
C3 2.70 0.48 -0.63
O1 2.71 1.48 -1.30
O2 1.80 -0.52 -0.83
C4 1.42 -0.82 -2.18
C5 -0.10 -0.89 -2.25
C6 -0.70 -2.05 -1.47
O3 0.17 -3.19 -1.40
S1 0.05 -3.92 0.01
O4 1.24 -3.67 0.74
O5 -0.44 -5.24 -0.17
O6 -1.13 -3.03 0.59
C7 -1.10 -1.72 -0.04
C8 -2.45 -1.04 0.07
C9 -2.45 0.10 1.09
C10 -1.83 1.37 0.52
C11 -1.85 2.53 1.50
C12 -1.02 3.77 1.08
N1 -0.61 3.88 -0.31
H1 2.19 -1.13 1.40
H2 3.05 -0.12 2.55
H3 3.84 -1.52 1.82
H4 3.96 1.18 0.87
H5 4.57 -0.22 0.03
H6 1.78 -0.06 -2.87
H7 1.86 -1.77 -2.45
H8 -0.50 0.05 -1.87
H9 -0.39 -0.96 -3.30
H10 -1.60 -2.39 -1.99
H11 -0.33 -1.12 0.45
H12 -2.68 -0.61 -0.92
H13 -3.22 -1.79 0.28
H14 -1.87 -0.21 1.97
H15 -3.47 0.30 1.44
H16 -2.36 1.65 -0.39
H17 -0.79 1.16 0.24
H18 -1.52 2.18 2.48
H19 -2.89 2.84 1.65
H20 -0.10 3.81 1.68
H21 -1.59 4.67 1.32
H22 -1.36 3.74 -0.97
H23 0.18 3.29 -0.55

For the relative energy (zero: lowest compared OMol25 entry of this formula, charge and spin), the calculation gives 0.0 kJ/mol. Its gap between HOMO and LUMO is 9.82 eV. The structure (SMILES) is CCC(=O)OCC[C@H]1OS(=O)(=O)O[C@@H]1CCCCCN. As for the HOMO energy: -9.2 eV. As for the charge: 0. The LUMO energy comes out at 0.601 eV.



# 5
Here is an isolated molecule of CH5IOSi from OMol25. Energies are from ωB97M-V/def2-TZVPD.

Geometry (Å):
C1 0.63 -0.85 -0.02
O1 -0.79 -0.72 0.10
Si1 -1.58 0.69 -0.05
I1 -3.91 -0.07 0.00
H1 0.71 -1.77 -0.43
H2 1.19 -0.79 0.91
H3 1.14 -0.13 -0.57
H4 -1.54 1.68 -1.12
H5 -1.18 1.41 1.21

For the relative energy (zero: lowest compared OMol25 entry of this formula, charge and spin), the calculation gives 130.7 kJ/mol. Its gap between HOMO and LUMO is 10.21 eV. The structure (SMILES) is CO[SiH2]I. As for the HOMO energy: -9.6 eV. As for the charge: 0. The LUMO energy comes out at 0.594 eV.



# 6
Here is a structure of composition C48H48F8O18S3 from OMol25. Energies are from ωB97M-V/def2-TZVPD.

Geometry (Å):
C1 0.81 -0.37 -1.09
C2 1.35 0.39 0.00
O1 0.24 0.61 0.85
C3 -0.91 0.44 0.12
O2 -2.03 0.72 0.50
O3 -0.63 -0.15 -1.04
F1 1.83 1.59 -0.37
H1 0.93 -1.47 -0.89
H2 1.17 -0.12 -2.08
H3 2.19 -0.05 0.56
C4 4.05 -5.46 1.52
C5 4.90 -5.37 0.28
O4 4.52 -4.12 -0.16
C6 3.31 -3.74 0.35
O5 2.57 -2.91 -0.18
O6 2.93 -4.56 1.34
F2 4.50 -6.21 -0.69
H4 4.60 -5.12 2.40
H5 3.60 -6.40 1.75
H6 5.97 -5.51 0.44
F3 -7.41 3.57 4.52
C7 -6.60 2.81 3.76
C8 -5.25 3.08 3.91
C9 -4.31 2.38 3.10
C10 -4.80 1.45 2.21
C11 -6.17 1.24 2.09
C12 -7.13 1.98 2.81
H7 -4.95 3.85 4.63
H8 -3.26 2.63 3.18
H9 -4.10 0.85 1.63
H10 -6.59 0.49 1.43
H11 -8.20 1.83 2.70
F4 -2.50 2.68 -2.46
C13 -2.57 3.67 -1.52
C14 -1.65 4.73 -1.61
C15 -1.77 5.81 -0.76
C16 -2.75 5.88 0.20
C17 -3.59 4.76 0.36
C18 -3.51 3.68 -0.56
H12 -0.92 4.73 -2.43
H13 -1.18 6.71 -0.99
H14 -2.89 6.71 0.90
H15 -4.40 4.69 1.12
H16 -4.19 2.84 -0.43
F5 -6.18 1.17 -2.06
C19 -5.94 -0.04 -1.55
C20 -6.95 -0.93 -1.28
C21 -6.65 -2.20 -0.67
C22 -5.37 -2.42 -0.30
C23 -4.38 -1.54 -0.63
C24 -4.62 -0.31 -1.25
H17 -8.01 -0.73 -1.54
H18 -7.41 -2.89 -0.45
H19 -5.15 -3.38 0.18
H20 -3.38 -1.79 -0.32
H21 -3.81 0.36 -1.42
F6 -3.16 -3.75 -6.38
C25 -3.10 -2.58 -5.70
C26 -2.07 -2.32 -4.88
C27 -2.06 -1.13 -4.15
C28 -3.05 -0.18 -4.29
C29 -4.15 -0.46 -5.09
C30 -4.23 -1.76 -5.71
H22 -1.22 -3.01 -4.82
H23 -1.28 -0.95 -3.41
H24 -3.07 0.80 -3.81
H25 -4.93 0.26 -5.24
H26 -5.14 -2.13 -6.24
F7 5.10 -0.95 6.49
C31 4.09 -0.69 5.62
C32 4.24 0.21 4.62
C33 3.17 0.53 3.80
C34 1.88 -0.05 4.01
C35 1.75 -0.98 5.02
C36 2.84 -1.32 5.87
H27 5.24 0.66 4.53
H28 3.24 1.21 2.96
H29 1.04 0.19 3.36
H30 0.80 -1.46 5.17
H31 2.73 -1.98 6.75
F8 -0.59 3.03 6.71
C37 -0.26 3.50 5.48
C38 -0.85 2.77 4.40
C39 -0.57 3.34 3.16
C40 0.35 4.36 2.95
C41 1.02 4.91 4.01
C42 0.67 4.52 5.31
H32 -1.45 1.90 4.60
H33 -1.09 2.90 2.29
H34 0.44 4.74 1.95
H35 1.76 5.67 3.83
H36 1.12 4.95 6.20
C43 0.39 -6.51 -2.81
C44 1.94 -6.20 -2.81
O7 1.98 -4.99 -2.09
S1 0.62 -4.23 -2.22
O8 0.83 -3.10 -3.08
O9 0.06 -4.02 -0.91
O10 -0.18 -5.23 -2.97
H37 -0.07 -6.97 -1.92
H38 0.03 -7.02 -3.68
H39 2.39 -6.00 -3.79
H40 2.53 -6.91 -2.25
C45 6.06 2.97 -1.20
C46 4.55 3.51 -0.79
O11 4.39 2.91 0.46
S2 5.73 2.95 1.26
O12 5.90 1.83 2.14
O13 5.93 4.32 1.77
O14 6.62 2.67 0.01
H41 6.65 3.79 -1.58
H42 6.02 2.00 -1.72
H43 3.73 3.21 -1.43
H44 4.55 4.55 -0.44
C47 5.70 -2.36 -3.26
C48 4.21 -2.63 -3.70
O15 3.50 -1.44 -3.55
S3 4.55 -0.30 -3.66
O16 4.10 0.81 -2.90
O17 4.85 -0.16 -5.06
O18 5.76 -0.95 -2.98
H45 6.43 -2.68 -4.03
H46 5.90 -2.89 -2.34
H47 3.68 -3.39 -3.16
H48 4.09 -2.84 -4.78

For the relative energy (zero: lowest compared OMol25 entry of this formula, charge and spin), the calculation gives 0.0 kJ/mol. Its gap between HOMO and LUMO is 8.50 eV. As for the HOMO energy: -8.8 eV. As for the charge: 0. The LUMO energy comes out at -0.295 eV.



# 7
Here is a cluster of 2 separate species, C6H18BrN4P in total from OMol25. Energies are from ωB97M-V/def2-TZVPD.

Geometry (Å):
C1 2.92 1.98 -1.06
C2 3.28 -0.30 -0.97
C3 0.74 -0.02 2.17
C4 0.05 -2.05 1.14
C5 -3.11 -0.64 0.75
C6 -2.98 0.50 -1.46
N1 0.02 -0.34 -1.62
N2 3.08 0.75 -0.36
N3 -0.25 -0.58 1.29
N4 -2.30 -0.27 -0.39
P1 -0.65 0.09 -0.20
Br1 -0.75 2.40 0.68
H1 1.91 2.19 -1.43
H2 3.29 2.85 -0.36
H3 3.60 1.98 -1.95
H4 3.29 -1.37 -0.56
H5 3.42 -0.27 -2.15
H6 0.74 0.25 -1.78
H7 0.47 0.98 2.58
H8 0.86 -0.54 3.10
H9 1.65 0.07 1.62
H10 -0.28 -2.57 2.06
H11 -0.61 -2.58 0.35
H12 1.09 -2.26 0.82
H13 -4.01 -1.22 0.40
H14 -2.60 -1.38 1.34
H15 -3.45 0.31 1.23
H16 -3.07 1.57 -1.21
H17 -2.39 0.36 -2.37
H18 -3.95 0.13 -1.64

Its gap between HOMO and LUMO is 9.24 eV. The structure (SMILES) is CN(C)P(=N)(Br)N(C)C.C=NC. As for the HOMO energy: -9.1 eV. As for the charge: 0. The LUMO energy comes out at 0.173 eV.



# 8
Here is the ion C3H10N2O2 with charge +2 from OMol25. Energies are from ωB97M-V/def2-TZVPD.

Geometry (Å):
C1 -0.10 -0.17 0.13
C2 2.45 -0.73 0.05
C3 -1.25 0.81 0.14
N1 1.07 0.26 -0.04
N2 -2.54 0.09 -0.09
O1 -0.43 -1.43 0.10
O2 1.22 1.58 -0.41
H1 2.05 -1.75 -0.25
H2 2.87 -0.47 1.02
H3 3.19 -0.25 -0.62
H4 -1.36 1.22 1.16
H5 -1.23 1.51 -0.68
H6 -2.62 -0.27 -1.01
H7 -3.25 0.60 0.39
H8 -2.37 -0.92 0.23
H9 0.32 -2.17 0.26
H10 2.00 2.09 -0.37

For the relative energy (zero: lowest compared OMol25 entry of this formula, charge and spin), the calculation gives 349.2 kJ/mol. Its gap between HOMO and LUMO is 11.60 eV. The structure (SMILES) is C/[N+](O)=C(\O)C[NH3+]. As for the HOMO energy: -19.6 eV. As for the charge: +2. The LUMO energy comes out at -8.019 eV.



# 9
Here is an isolated molecule of C5H7Br from OMol25. Energies are from ωB97M-V/def2-TZVPD.

Geometry (Å):
C1 1.20 0.63 0.23
C2 0.91 -0.94 0.16
C3 -0.16 0.85 -0.55
C4 -0.43 -0.63 -0.52
C5 -1.26 0.23 0.37
Br1 -3.46 0.14 0.03
H1 1.49 1.16 1.22
H2 2.03 0.86 -0.41
H3 1.75 -1.37 -0.39
H4 0.67 -1.55 0.94
H5 -0.48 1.57 -1.26
H6 -0.97 -1.14 -1.32
H7 -1.27 0.20 1.50

For the relative energy (zero: lowest compared OMol25 entry of this formula, charge and spin), the calculation gives 187.1 kJ/mol. Its gap between HOMO and LUMO is 9.88 eV. The structure (SMILES) is Br[C@@H]1[C@H]2CC[C@@H]12. As for the HOMO energy: -9.8 eV. As for the charge: 0. The LUMO energy comes out at 0.089 eV.



# 10
Here is a structure of composition C44H45B2Cl3N18OSW from OMol25. Energies are from ωB97M-V/def2-TZVPD.

Geometry (Å):
W1 0.30 0.10 1.30
C1 3.47 -2.27 3.06
C2 2.92 -1.11 2.56
N1 1.68 -1.35 2.10
N2 1.42 -2.67 2.31
C3 2.49 -3.23 2.87
B1 0.07 -3.21 1.77
N3 -1.09 -2.37 2.40
C4 -2.05 -2.79 3.19
C5 -2.83 -1.70 3.61
C6 -2.25 -0.61 3.03
N4 -1.19 -1.01 2.25
N5 0.11 -2.83 0.26
C7 0.17 -3.66 -0.78
C8 0.38 -2.91 -1.94
C9 0.43 -1.61 -1.51
N6 0.26 -1.55 -0.16
N7 -0.24 -4.65 1.95
C10 0.29 -5.71 2.65
C11 -0.52 -6.79 2.45
C12 -1.55 -6.32 1.61
N8 -1.39 -5.04 1.31
H1 4.45 -2.41 3.48
H2 3.36 -0.13 2.53
H3 2.53 -4.28 3.12
H4 -2.16 -3.84 3.43
H5 -3.68 -1.71 4.28
H6 -2.51 0.42 3.12
H7 0.06 -4.72 -0.65
H8 0.49 -3.28 -2.94
H9 0.58 -0.73 -2.11
H10 1.18 -5.64 3.24
H11 -0.39 -7.78 2.85
H12 -2.40 -6.86 1.22
C13 3.31 -0.48 -0.77
C14 3.08 0.84 -0.12
C15 3.89 1.95 -0.25
C16 3.32 2.92 0.58
N9 2.24 2.43 1.15
N10 2.05 1.14 0.72
B2 1.40 3.03 2.34
N11 1.56 1.99 3.45
C17 2.15 2.07 4.64
C18 1.81 0.96 5.38
C19 0.98 0.20 4.57
C20 0.32 -1.06 5.00
N12 0.84 0.82 3.37
N13 -0.11 3.03 1.98
C21 -0.94 4.07 1.99
C22 -2.20 3.65 1.61
C23 -2.08 2.29 1.36
C24 -3.17 1.39 0.86
N14 -0.80 1.91 1.61
N15 1.81 4.43 2.60
C25 2.13 5.17 3.71
C26 2.37 6.45 3.30
C27 2.16 6.44 1.90
C28 2.28 7.60 0.96
N16 1.82 5.24 1.49
H13 4.38 -0.68 -0.81
H14 2.94 -0.49 -1.80
H15 2.83 -1.30 -0.23
H16 4.78 2.04 -0.84
H17 3.65 3.93 0.79
H18 2.79 2.89 4.90
H19 2.10 0.73 6.39
H20 0.80 -1.42 5.91
H21 0.37 -1.85 4.26
H22 -0.73 -0.87 5.24
H23 -0.59 5.06 2.26
H24 -3.09 4.25 1.52
H25 -3.99 1.36 1.57
H26 -2.84 0.38 0.66
H27 -3.59 1.81 -0.06
H28 2.12 4.77 4.71
H29 2.66 7.29 3.92
H30 2.71 8.46 1.46
H31 1.30 7.88 0.57
H32 2.89 7.34 0.10
Cl1 -3.66 -5.43 -1.83
C29 -3.40 -3.91 -2.57
C30 -2.59 -3.79 -3.68
C31 -2.35 -2.54 -4.22
C32 -2.92 -1.37 -3.70
C33 -2.52 -0.06 -4.39
C34 -2.61 1.22 -3.55
N17 -1.62 1.36 -2.47
C35 -0.79 2.44 -2.27
C36 -0.06 2.17 -1.16
N18 -0.44 0.93 -0.68
C37 -1.37 0.47 -1.52
O1 -1.19 -0.23 -4.92
C38 -1.01 0.54 -6.10
C39 0.04 -0.07 -6.98
C40 -0.24 -1.05 -7.98
Cl2 -1.74 -1.64 -8.36
S1 1.15 -1.57 -8.87
C41 2.11 -0.53 -7.93
C42 1.39 0.20 -6.96
C43 -3.82 -1.54 -2.64
Cl3 -4.82 -0.27 -1.99
C44 -4.03 -2.78 -2.07
H33 -2.16 -4.68 -4.13
H34 -1.71 -2.46 -5.08
H35 -3.18 0.11 -5.24
H36 -3.59 1.28 -3.08
H37 -2.51 2.07 -4.22
H38 -0.80 3.32 -2.89
H39 0.65 2.81 -0.67
H40 -1.90 -0.47 -1.43
H41 -0.74 1.57 -5.87
H42 -1.95 0.56 -6.67
H43 3.17 -0.47 -8.13
H44 1.85 0.94 -6.31
H45 -4.73 -2.88 -1.24

For the relative energy (zero: lowest compared OMol25 entry of this formula, charge and spin), the calculation gives 60.8 kJ/mol. Its gap between HOMO and LUMO (alpha / beta) is 4.73 / 4.49 eV. Its multiplicity is 3. As for the HOMO energy (alpha / beta): -17.1 / -17.1 eV. As for the charge: +4. As for the expectation value of S²: 2.024. The LUMO energy (alpha / beta) comes out at -12.352 / -12.594 eV.



# 11
Here is a structure of composition C8H16Cl8N3O9V from OMol25. Energies are from ωB97M-V/def2-TZVPD.

Geometry (Å):
V1 3.89 -0.48 1.61
N1 2.94 -2.56 3.97
O1 2.06 -2.51 4.82
O2 3.84 -3.37 4.22
O3 2.97 -1.75 3.04
N2 5.17 1.64 0.40
O4 4.18 1.77 1.10
O5 6.10 2.37 0.17
O6 5.19 0.46 0.15
N3 1.45 -0.28 0.32
O7 1.77 0.23 1.39
O8 0.36 -0.25 -0.15
O9 2.39 -0.99 -0.10
Cl1 -3.76 0.74 0.06
C1 -2.85 -0.75 -0.32
C2 -3.72 -2.00 0.03
Cl2 -4.31 -2.16 1.71
H1 -1.90 -0.75 0.21
H2 -2.59 -0.76 -1.38
H3 -3.25 -2.96 -0.19
H4 -4.58 -2.15 -0.62
Cl3 -0.01 0.59 4.61
C3 -1.49 1.18 3.78
C4 -1.16 1.93 2.51
Cl4 -0.31 3.44 2.86
H5 -2.12 1.68 4.51
H6 -1.98 0.22 3.60
H7 -2.02 2.20 1.90
H8 -0.47 1.40 1.86
Cl5 1.42 -0.66 -4.63
C5 0.36 -1.46 -3.47
C6 -0.41 -2.59 -4.11
Cl6 -1.31 -3.46 -2.83
H9 -0.23 -0.67 -3.01
H10 0.92 -1.78 -2.60
H11 0.20 -3.35 -4.58
H12 -1.21 -2.17 -4.73
Cl7 -1.09 4.15 -0.84
C7 -0.47 2.60 -1.23
C8 -0.72 2.26 -2.77
Cl8 -2.42 1.90 -3.13
H13 -0.93 1.86 -0.58
H14 0.59 2.68 -1.00
H15 -0.01 1.50 -3.11
H16 -0.45 3.06 -3.46

For the relative energy (zero: lowest compared OMol25 entry of this formula, charge and spin), the calculation gives 334.9 kJ/mol. Its gap between HOMO and LUMO (alpha / beta) is 5.56 / 6.81 eV. Its multiplicity is 3. As for the HOMO energy (alpha / beta): -10.1 / -10.2 eV. As for the charge: 0. As for the expectation value of S²: 2.088. The LUMO energy (alpha / beta) comes out at -4.563 / -3.349 eV.



no.,maximum force (hartree/bohr),molecular weight (g/mol),calculated total energy (eV)
1,0.04953,295.8,-67550.209
2,0.07062,150.3,-29062.856
3,0.13400,120.2,-16196.283
4,0.01580,309.4,-37427.111
5,0.06240,188.0,-19144.629
6,0.11107,1161.1,-141650.390
7,0.10915,257.1,-91803.975
8,0.10473,106.1,-10327.050
9,0.05704,147.0,-75337.879
10,0.01901,1185.9,-126778.202
11,0.17696,632.8,-157307.161